1) # C12H17N

A 2-piece molecular cluster, C12H17N overall (the ωB97M-V functional and the def2-TZVPD basis, OMol25).

Last columns: bonded neighbours and bond lengths (Å).
Geometry (Å):
1 C -0.719 -0.475 2.122  C2 1.556, H12 1.073, H13 1.112, H14 1.095
2 C -0.026 -0.761 0.759  C1 1.556, C3 1.500, H15 1.111, H16 1.077
3 C 0.950 0.227 0.191  C2 1.500, C4 1.325, C11 1.443
4 C 2.108 0.079 -0.434  C3 1.325, N5 1.388, H17 1.070
5 N 2.658 1.318 -0.731  C4 1.388, C6 1.358, H18 1.008
6 C 1.781 2.281 -0.345  N5 1.358, C7 1.408, C11 1.463
7 C 1.869 3.674 -0.158  C6 1.408, C8 1.369, H19 1.092
8 C 0.929 4.400 0.522  C7 1.369, C9 1.404, H20 1.088
9 C -0.210 3.772 1.050  C8 1.404, C10 1.409, H21 1.121
10 C -0.381 2.386 0.862  C9 1.409, C11 1.388, H22 1.086
11 C 0.663 1.633 0.341  C3 1.443, C6 1.463, C10 1.388
12 H -1.695 -0.031 2.080  C1 1.073
13 H -0.140 0.231 2.756  C1 1.112
14 H -0.841 -1.411 2.675  C1 1.095
15 H 0.311 -1.806 0.930  C2 1.111
16 H -0.796 -0.910 0.022  C2 1.077
17 H 2.633 -0.820 -0.679  C4 1.070
18 H 3.549 1.489 -1.171  N5 1.008
19 H 2.820 4.056 -0.535  C7 1.092
20 H 1.124 5.455 0.703  C8 1.088
21 H -0.945 4.200 1.780  C9 1.121
22 H -1.394 2.024 1.009  C10 1.086
23 C -2.452 -4.272 -1.686  C24 1.518, H25 1.115, H26 1.091, H27 1.114
24 C -1.126 -3.537 -1.742  C23 1.518, H28 1.100, H29 1.064, H30 1.167
25 H -3.286 -3.550 -1.521  C23 1.115
26 H -2.521 -4.831 -2.620  C23 1.091
27 H -2.539 -4.952 -0.807  C23 1.114
28 H -0.164 -4.024 -1.521  C24 1.100
29 H -1.018 -2.752 -1.031  C24 1.064
30 H -1.142 -3.092 -2.821  C24 1.167

The LUMO energy is 0.872 eV. Its charge is 0. Its structure (SMILES) is CCc1c[nH]c2ccccc12.CC.

Here are the Löwdin charges for atoms 1 to 6, given in e: -0.104 -0.192 -0.201 -0.055 0.073 -0.194

=====

2) # C12H17N

A 2-piece molecular cluster, C12H17N overall (the ωB97M-V functional and the def2-TZVPD basis, OMol25).

Last columns: bonded neighbours and bond lengths (Å).
Geometry (Å):
1 C -2.541 2.468 1.528  C2 1.508, H11 1.122, H12 0.989, H13 1.174
2 C -1.716 1.207 1.475  C1 1.508, C3 1.371, C10 1.478
3 C -2.003 -0.037 1.976  C2 1.371, N4 1.364, H14 1.110
4 N -0.953 -0.905 1.919  C3 1.364, C5 1.493, H15 1.056
5 C 0.128 -0.117 1.255  N4 1.493, C6 1.370, C10 1.406
6 C 1.245 -0.643 0.662  C5 1.370, C7 1.425, H16 1.063
7 C 2.139 0.229 -0.024  C6 1.425, C8 1.464, H17 1.111
8 C 1.706 1.624 -0.126  C7 1.464, C9 1.371, H18 1.069
9 C 0.564 2.087 0.476  C8 1.371, C10 1.361, H19 1.010
10 C -0.304 1.203 1.038  C2 1.478, C5 1.406, C9 1.361
11 H -2.586 2.798 0.456  C1 1.122
12 H -2.299 3.116 2.235  C1 0.989
13 H -3.687 2.211 1.536  C1 1.174
14 H -2.958 -0.313 2.471  C3 1.110
15 H -0.721 -1.850 2.328  N4 1.056
16 H 1.483 -1.676 0.732  C6 1.063
17 H 3.161 -0.151 -0.240  C7 1.111
18 H 2.405 2.245 -0.645  C8 1.069
19 H 0.250 3.046 0.443  C9 1.010
20 C 1.615 -2.720 -2.734  C21 1.458, H23 1.179, H24 1.127, H25 1.135
21 C 0.262 -2.292 -2.400  C20 1.458, C22 1.621, H26 1.066, H27 1.116
22 C -0.071 -0.935 -3.221  C21 1.621, H28 1.065, H29 1.073, H30 1.084
23 H 2.329 -1.791 -2.866  C20 1.179
24 H 1.895 -3.353 -3.624  C20 1.127
25 H 2.009 -3.165 -1.768  C20 1.135
26 H -0.485 -3.030 -2.586  C21 1.066
27 H 0.175 -2.130 -1.299  C21 1.116
28 H 0.089 -0.072 -2.617  C22 1.065
29 H 0.580 -0.814 -4.065  C22 1.073
30 H -1.117 -1.184 -3.359  C22 1.084

The LUMO energy is 0.908 eV. Its charge is 0. Its structure (SMILES) is Cc1c[nH]c2ccccc12.CCC.

Here are the Löwdin charges for atoms 1 to 6, given in e: -0.049 -0.222 -0.107 0.066 -0.178 -0.066

=====

3) # C12H17N

A 2-piece molecular cluster, C12H17N overall (the ωB97M-V functional and the def2-TZVPD basis, OMol25).

Last columns: bonded neighbours and bond lengths (Å).
Geometry (Å):
1 C -2.295 -0.161 3.016  C2 1.498, H11 1.088, H12 1.083, H13 1.093
2 C -1.444 0.550 2.009  C1 1.498, C3 1.349, C10 1.457
3 C -0.299 1.210 2.282  C2 1.349, N4 1.392, H14 1.079
4 N 0.429 1.471 1.125  C3 1.392, C5 1.384, H15 1.005
5 C -0.307 0.981 0.060  N4 1.384, C6 1.397, C10 1.393
6 C -0.008 0.973 -1.305  C5 1.397, C7 1.385, H16 1.079
7 C -0.922 0.345 -2.135  C6 1.385, C8 1.398, H17 1.084
8 C -2.074 -0.279 -1.646  C7 1.398, C9 1.383, H18 1.083
9 C -2.337 -0.295 -0.289  C8 1.383, C10 1.397, H19 1.084
10 C -1.429 0.330 0.569  C2 1.457, C5 1.393, C9 1.397
11 H -1.716 -0.499 3.872  C1 1.088
12 H -2.735 -1.060 2.603  C1 1.083
13 H -3.115 0.461 3.385  C1 1.093
14 H 0.155 1.494 3.219  C3 1.079
15 H 1.004 2.293 1.059  N4 1.005
16 H 0.800 1.565 -1.707  C6 1.079
17 H -0.646 0.201 -3.173  C7 1.084
18 H -2.707 -0.809 -2.347  C8 1.083
19 H -3.168 -0.836 0.151  C9 1.084
20 C 2.127 -2.332 -1.005  C21 1.533, H23 1.091, H24 1.095, H25 1.087
21 C 3.062 -1.185 -0.606  C20 1.533, C22 1.526, H26 1.093, H27 1.092
22 C 3.745 -0.601 -1.839  C21 1.526, H28 1.097, H29 1.094, H30 1.096
23 H 1.785 -2.902 -0.139  C20 1.091
24 H 1.237 -1.934 -1.505  C20 1.095
25 H 2.566 -3.043 -1.700  C20 1.087
26 H 3.752 -1.549 0.160  C21 1.093
27 H 2.464 -0.392 -0.152  C21 1.092
28 H 3.164 0.218 -2.281  C22 1.097
29 H 3.883 -1.271 -2.692  C22 1.094
30 H 4.696 -0.122 -1.581  C22 1.096

The LUMO energy is 0.941 eV. Its charge is 0. Its structure (SMILES) is Cc1c[nH]c2ccccc12.CCC.

Here are the Löwdin charges for atoms 1 to 6, given in e: -0.048 -0.216 -0.069 0.071 -0.228 -0.031

=====

4) # C12H17N

One molecule with the formula C12H17N (the ωB97M-V functional and the def2-TZVPD basis, OMol25).

Last columns: bonded neighbours and bond lengths (Å).
Geometry (Å):
1 C -0.019 0.574 -1.902  C2 1.329, H14 1.085, H15 1.091
2 C 0.219 -0.600 -1.328  C1 1.329, C3 1.510, N5 1.389
3 C -0.033 -1.837 -2.157  C2 1.510, C4 1.513, H16 1.175, H17 1.091
4 C 1.161 -2.252 -2.989  C3 1.513, H18 1.118, H19 1.104, H20 1.106
5 N 1.040 -0.621 -0.207  C2 1.389, C6 1.379, H21 1.027
6 C 0.884 0.197 0.892  N5 1.379, C7 1.403, C11 1.424
7 C 2.007 0.657 1.596  C6 1.403, C8 1.398, H22 1.088
8 C 1.911 1.456 2.738  C7 1.398, C9 1.421, H23 1.029
9 C 0.644 1.932 3.175  C8 1.421, C10 1.353, H24 1.103
10 C -0.423 1.368 2.564  C9 1.353, C11 1.404, H25 1.156
11 C -0.386 0.509 1.454  C6 1.424, C10 1.404, C12 1.488
12 C -1.664 -0.064 0.952  C11 1.488, C13 1.543, H26 1.112, H27 1.101
13 C -2.497 0.869 0.050  C12 1.543, H28 1.170, H29 1.097, H30 1.170
14 H -0.660 0.774 -2.755  C1 1.085
15 H 0.231 1.608 -1.659  C1 1.091
16 H -0.367 -2.713 -1.449  C3 1.175
17 H -0.909 -1.557 -2.743  C3 1.091
18 H 1.361 -1.419 -3.706  C4 1.118
19 H 0.952 -3.242 -3.431  C4 1.104
20 H 2.085 -2.207 -2.383  C4 1.106
21 H 1.687 -1.410 -0.093  N5 1.027
22 H 2.938 0.219 1.241  C7 1.088
23 H 2.765 1.846 3.158  C8 1.029
24 H 0.533 2.454 4.140  C9 1.103
25 H -1.476 1.700 2.907  C10 1.156
26 H -2.333 -0.440 1.756  C12 1.112
27 H -1.585 -1.086 0.550  C12 1.101
28 H -1.991 0.907 -1.004  C13 1.170
29 H -2.453 1.821 0.594  C13 1.097
30 H -3.625 0.556 0.039  C13 1.170

The LUMO energy is 0.949 eV. Its charge is 0. Its structure (SMILES) is C=C(CC)Nc1ccccc1CC.

Here are the Löwdin charges for atoms 1 to 6, given in e: 0.012 -0.391 -0.234 -0.107 0.065 -0.222

=====

Consider the structures shown above. The least stable of them is 2).